2 unconnected molecules or ions with the total composition FHIN in a non-equilibrium geometry. Source: OMol25; level of theory: the ωB97M-V functional and the def2-TZVPD basis.

Structure (XYZ):
```
4
Properties=species:S:1:pos:R:3:forces:R:3:lowdin_charge:R:1
N 1.4663 -0.0175 -0.0637 -1.0 -2.1 2.4 0.053
F 0.8859 0.9482 -0.7634 -0.8 0.7 -0.3 -0.152
I -3.0197 -0.5258 0.1662 0.0 0.0 0.0 0.022
H 0.6675 -0.4049 0.6609 1.8 1.4 -2.1 0.077
```
Positions in Å, forces in eV/Å.

Computed properties:
Gap between HOMO and LUMO (spin up / spin down) = 10.117 / 6.684 eV
Strongest force on any atom = 3.32 eV Å⁻¹
Energy = -452.74776 Ha
HOMO energy (spin up / spin down) = -10.57 / -10.22 eV



A molecular structure, FHMgNO3S2Sn in a non-equilibrium geometry. Source: OMol25; level of theory: the ωB97M-V functional and the def2-TZVPD basis.

Structure (XYZ):
```
10
Properties=species:S:1:pos:R:3:forces:R:3:lowdin_charge:R:1
Sn -0.5158 -1.8221 -1.8411 1.7 -2.4 -2.3 0.620
N -0.4660 0.9167 -0.3255 -0.1 -0.3 0.4 -0.793
S 0.2522 0.5106 -1.8833 -0.1 1.1 0.1 0.275
S -1.6934 0.1089 0.1662 -0.4 2.1 4.7 0.602
O -1.6618 0.4067 1.7841 -0.7 -1.2 -6.1 -0.397
O -1.8092 -1.2755 -0.3539 -1.6 2.1 2.3 -0.631
F -3.0744 0.7724 -0.3940 1.6 -0.8 0.8 -0.172
Mg 0.1974 1.5008 1.6165 -0.8 -1.3 1.3 0.975
O 0.5133 1.1252 3.4400 0.4 0.7 -1.1 -0.432
H 0.5485 0.2448 3.8175 0.0 0.1 -0.1 -0.047
```
Positions in Å, forces in eV/Å.

Computed properties:
Gap between HOMO and LUMO (spin up / spin down) = 4.651 / 7.583 eV
Strongest force on any atom = 6.27 eV Å⁻¹
Energy = -1591.67685 Ha
2S+1 = 2
HOMO energy (spin up / spin down) = -6.05 / -8.99 eV



A molecular structure, FHN2O2S in a non-equilibrium geometry. Source: OMol25; level of theory: the ωB97M-V functional and the def2-TZVPD basis.

Structure (XYZ):
```
7
Properties=species:S:1:pos:R:3:forces:R:3:lowdin_charge:R:1
N 2.9388 -2.1235 0.7121 1.0 -0.7 -0.6 0.159
N 2.0742 -1.4165 0.9394 -1.2 0.6 1.3 -0.139
O 0.9866 -0.8086 0.6790 -1.2 1.3 -0.4 -0.261
O -1.0027 -1.3041 -0.9700 -1.4 -1.3 -0.1 -0.501
F 3.5086 -2.4152 2.2200 0.4 -0.2 -0.4 -0.283
S 0.1269 -0.4440 -0.9921 1.1 1.7 0.0 0.990
H -0.4828 0.8424 -0.5814 1.3 -1.4 0.2 0.036
```
Positions in Å, forces in eV/Å.

Computed properties:
Gap between HOMO and LUMO (spin up / spin down) = 7.901 / 7.904 eV
Strongest force on any atom = 2.00 eV Å⁻¹
Energy = -758.37100 Ha
HOMO energy (spin up / spin down) = -9.68 / -9.68 eV



A single FHN2O2S molecule in a non-equilibrium geometry. Source: OMol25; level of theory: the ωB97M-V functional and the def2-TZVPD basis.

Structure (XYZ):
```
7
Properties=species:S:1:pos:R:3:forces:R:3:lowdin_charge:R:1
N 1.5373 -0.4368 -0.6056 -0.7 2.6 -2.3 -0.313
N 2.0780 0.5256 0.1843 -1.8 -0.8 0.1 -0.552
O 3.1840 0.4480 0.5528 3.5 -0.1 0.8 0.116
O 1.2491 1.3418 0.5436 -1.2 0.9 0.1 0.007
F 2.3800 -1.4200 -0.8218 2.0 -1.9 0.0 -0.033
S -0.1192 -1.1565 0.2764 -1.4 -1.0 2.0 0.872
H 0.6561 -1.5772 1.3450 -0.5 0.3 -0.7 -0.096
```
Positions in Å, forces in eV/Å.

Computed properties:
Gap between HOMO and LUMO (spin up / spin down) = 8.668 / 6.697 eV
Strongest force on any atom = 3.60 eV Å⁻¹
Energy = -758.30778 Ha
2S+1 = 3
HOMO energy (spin up / spin down) = -8.43 / -10.66 eV



A molecular structure, FHO2PPr in a non-equilibrium geometry. Source: OMol25; level of theory: the ωB97M-V functional and the def2-TZVPD basis.

Structure (XYZ):
```
6
Properties=species:S:1:pos:R:3:forces:R:3:lowdin_charge:R:1
P -1.5498 -1.3075 0.4743 2.0 5.6 -0.2 1.055
O -2.4083 0.1204 0.2413 2.2 -0.8 0.0 -0.350
O -0.1290 -0.5020 0.4959 -2.8 -3.2 0.0 -0.797
F 3.7691 0.8138 -1.0603 -0.3 -0.1 0.1 -0.582
Pr 1.9647 0.0395 -0.3254 1.2 0.3 -0.2 1.570
H -1.6466 0.8358 0.1742 -2.3 -1.8 0.3 0.104
```
Positions in Å, forces in eV/Å.

Computed properties:
Gap between HOMO and LUMO (spin up / spin down) = 4.534 / 10.433 eV
Strongest force on any atom = 5.92 eV Å⁻¹
Energy = -1109.10573 Ha
2S+1 = 4
Charge = +1
HOMO energy (spin up / spin down) = -10.59 / -15.91 eV



A molecular structure, FKLi3 in a non-equilibrium geometry. Source: OMol25; level of theory: the ωB97M-V functional and the def2-TZVPD basis.

Structure (XYZ):
```
5
Properties=species:S:1:pos:R:3:forces:R:3:lowdin_charge:R:1
Li -16.2957 11.0393 31.4142 -0.2 -0.1 -0.3 0.921
Li -19.5404 11.7353 31.2206 -0.2 0.0 0.2 0.933
Li -17.8868 14.6683 31.2966 -0.2 -0.1 -0.3 0.920
K -15.7036 13.4972 33.7543 0.5 0.3 1.0 1.002
F -17.7186 12.6240 31.7636 0.1 -0.1 -0.5 -0.775
```
Positions in Å, forces in eV/Å.

Computed properties:
Gap between HOMO and LUMO = 13.948 eV
Strongest force on any atom = 1.11 eV Å⁻¹
Energy = -721.46416 Ha
Charge = +3
HOMO energy = -26.50 eV